ORCA calculation (the ωB97M-V functional and the def2-TZVPD basis) on a molecular structure, C10H11N2.

Net charge: +1
E, eV: -13518.3185
Kohn-Sham gap (alpha / beta), eV: 7.2 / 7.2

```
23
C10H11N2, DFT the ωB97M-V functional and the def2-TZVPD basis
C 3.34565 -0.43273 -0.19729
C 2.56165 -1.63757 0.24901
C 2.75593 0.75846 -0.41062
C 1.28215 -1.52870 0.70237
C 1.35288 0.92115 -0.04914
C 0.67020 -0.28344 0.42653
C -0.68875 1.81039 0.06119
C -1.78205 2.55947 0.15050
C -2.41307 -0.97229 -0.76045
C -1.80827 -0.66348 0.58512
N 0.59313 1.96058 -0.13784
N -0.57159 0.00251 0.40180
H 4.41407 -0.41941 -0.34494
H 2.99122 -2.63256 0.03979
H 3.28964 1.66473 -0.70374
H 0.61388 -2.33209 0.74280
H -2.80900 2.27235 0.13777
H -1.60013 3.66326 0.24382
H -2.75084 -1.98902 -0.98394
H -3.36357 -0.39380 -0.80271
H -1.77566 -0.65956 -1.57818
H -1.74766 -1.68711 0.97300
H -2.55980 0.01886 1.25515
```



ORCA calculation (the ωB97M-V functional and the def2-TZVPD basis) on 2 unconnected molecules or ions with the total composition C10H11N2O2.

Net charge: +1
E, eV: -17612.8570
Kohn-Sham gap, eV: 6.8

```
25
C10H11N2O2, DFT the ωB97M-V functional and the def2-TZVPD basis
C 3.65758 -1.47580 -0.07491
C 3.96827 -0.08885 0.16035
C 2.40429 -1.88541 -0.32181
C 2.95036 0.86644 0.10142
C 1.34191 -0.98283 -0.19357
C 1.61346 0.36426 0.11085
C -0.09882 -1.00054 -0.18423
C -3.19872 -0.63372 0.57908
C 0.23979 2.39429 0.54679
C -4.90171 -0.17127 -0.86323
N -0.60452 0.14434 0.26625
N 0.44553 1.00300 0.47446
O -2.85740 -1.16814 1.52196
O -3.47421 -0.08783 -0.45152
H 4.33172 -2.30148 -0.16217
H 5.05329 0.00566 0.21711
H 2.06391 -2.95283 -0.52457
H 3.01039 1.98482 0.21616
H -0.87064 -1.78066 -0.43474
H -0.74247 2.49605 0.56503
H 0.58530 2.71680 1.60915
H 0.81623 3.03773 -0.22461
H -4.79739 -0.67516 -1.90907
H -5.30109 0.87678 -0.88135
H -5.63505 -0.68563 -0.14282
```



ORCA calculation (the ωB97M-V functional and the def2-TZVPD basis) on a molecular structure, C10H11N2O2.

Net charge: +1
E, eV: -17611.5471
Kohn-Sham gap, eV: 8.4

```
25
C10H11N2O2, DFT the ωB97M-V functional and the def2-TZVPD basis
C -2.33256 -0.81036 -1.33438
C -3.06074 -0.13446 -0.39043
C -0.99714 -0.77809 -1.25305
C -2.40435 0.48708 0.64226
C -0.25089 -0.29600 -0.16892
C -1.03242 0.31210 0.87670
C 1.18907 -1.54980 -0.13185
C 1.30602 -0.23505 -0.51617
C 2.19236 0.51966 0.49217
C 1.80355 0.30414 -1.88067
N -0.62005 0.62885 2.17711
N 0.62343 0.27679 2.63464
O 1.03930 -2.58439 0.28355
O 0.94444 0.81427 3.66700
H -2.83891 -1.24507 -2.08429
H -4.16076 -0.07970 -0.54974
H -0.33226 -1.29181 -1.99022
H -2.99236 1.10573 1.23067
H 2.35772 0.10726 1.47909
H 1.86978 1.54034 0.58207
H 3.14859 0.61831 0.09145
H 2.80009 -0.32207 -2.04758
H 1.82025 1.37880 -1.80120
H 1.23999 0.14186 -2.73745
H -1.31213 1.09161 2.72922
```



ORCA calculation (the ωB97M-V functional and the def2-TZVPD basis) on C10H11N3 in the gas phase.

Net charge: 0
E, eV: -15011.0515
Kohn-Sham gap (alpha / beta), eV: 8.7 / 6.2

```
24
C10H11N3, DFT the ωB97M-V functional and the def2-TZVPD basis
C 0.13186 0.71867 -3.00879
C 1.61917 0.74710 -1.06757
C -0.14211 0.07080 2.31050
C 0.20795 1.18039 1.79812
C -0.48993 -1.23209 1.57063
C 0.29188 -1.33752 0.27215
C 0.32942 0.48842 -1.62954
C -0.46331 -0.61328 -0.93052
C 0.54664 2.57310 1.61210
C -1.29640 -1.55117 -1.77779
N 0.02859 0.97522 -4.10775
N 2.65781 1.04220 -0.66533
N -0.82090 0.74265 -0.72352
H -0.11048 0.21423 3.46800
H -0.14470 -2.17810 2.25723
H -1.47705 -1.53206 1.27567
H 1.19410 -0.85697 0.26718
H 0.42068 -2.48390 0.17513
H 1.34632 2.51062 0.91342
H 0.96306 2.71594 2.59141
H -0.33161 3.01041 1.18941
H -0.60458 -2.47687 -1.91652
H -1.64687 -1.12059 -2.70317
H -2.20954 -1.60719 -1.17045
```



ORCA calculation (the ωB97M-V functional and the def2-TZVPD basis) on C10H11N3 in the gas phase.

SMILES string: Nc1cccc(Cn2ccnc2)c1
Net charge: 0
E, eV: -15016.2432
Kohn-Sham gap, eV: 9.0

```
24
C10H11N3, DFT the ωB97M-V functional and the def2-TZVPD basis
C -1.95868 -0.68732 -1.24973
C -1.19474 -0.51747 -2.60633
C 0.09867 0.03646 -2.68182
C 0.68739 0.73972 -1.58694
C -0.06606 0.69492 -0.45992
C 0.52502 1.46506 0.73909
C 2.39010 -0.07129 1.45895
C 2.54459 -0.86167 2.50908
C 0.50002 -0.10764 2.60551
C -1.35418 0.04957 -0.20064
H -3.65342 -1.62684 -1.95566
H -3.73088 -1.15767 -0.29441
H -1.64801 -1.06374 -3.37474
H 0.57612 0.32932 -3.51577
H 1.65078 1.17975 -1.33610
H 1.33806 2.16254 0.38154
H -0.25144 2.12716 1.10054
H 2.99725 0.35562 0.61350
H 3.49158 -1.50061 2.61158
H -0.57176 0.18452 2.67452
H -1.60436 -0.03783 0.81225
N -3.18493 -1.27905 -1.10649
N 1.16425 0.53887 1.63344
N 1.25461 -0.95238 3.22856
```



ORCA calculation (the ωB97M-V functional and the def2-TZVPD basis) on C10H11N3O in the gas phase.

SMILES string: CCn1c(-c2ccccc2)n[nH]c1=O
Net charge: 0
E, eV: -17064.8427
Kohn-Sham gap, eV: 9.3

```
25
C10H11N3O, DFT the ωB97M-V functional and the def2-TZVPD basis
O -1.52984 -2.21651 -2.74801
N -0.57127 -2.24563 0.62068
C -1.14259 -2.13667 -1.53559
C -0.10220 -1.14251 0.04032
C 1.85264 1.63316 2.88794
C 1.84620 0.33263 3.06672
C 1.16497 2.15005 1.73386
C 1.33428 -0.53994 2.06368
C 0.55106 1.28214 0.84618
C 0.64257 -0.13836 0.92979
N -1.22377 -2.91221 -0.41257
N -0.54768 -1.00449 -1.25906
C -1.62531 0.88571 -2.40721
C -0.31230 0.02580 -2.30599
H 2.33198 2.25192 3.68172
H 2.40261 0.00710 3.88534
H 1.04960 3.21560 1.61437
H 1.58379 -1.60396 2.06045
H -0.08370 1.74115 0.13130
H -2.19445 -3.15636 -0.29128
H -2.56077 0.36939 -2.23001
H -1.60202 1.71816 -1.67073
H -1.79576 1.36109 -3.39900
H 0.54241 0.60552 -2.03922
H -0.01044 -0.48279 -3.26367
```



ORCA calculation (the ωB97M-V functional and the def2-TZVPD basis) on C10H11NO2 in the gas phase.

SMILES string: COc1cc2c(cc1O)C=NCC2
Net charge: 0
E, eV: -16129.4598
Kohn-Sham gap, eV: 9.2

```
24
C10H11NO2, DFT the ωB97M-V functional and the def2-TZVPD basis
C -1.67731 -2.69630 1.79486
C -0.88121 -1.48451 -0.11878
C -1.34778 -0.04704 -0.21451
C -0.34778 0.93153 -0.30711
C -0.53291 2.35312 -0.76759
C 0.70536 3.31411 -0.42484
C 2.13304 1.49613 -0.46451
C 0.96828 0.46846 -0.42515
C 1.34453 -0.80045 -0.24229
C 0.38367 -1.78801 -0.09415
H -1.56840 -1.72540 2.44363
H -0.65604 -3.20911 1.95666
H -2.49861 -3.49704 1.84532
H -2.43895 0.06252 -0.30638
H -1.51640 2.57012 -0.35445
H -0.80720 2.29799 -1.91955
H 0.67920 4.28196 -1.10701
H 0.51420 3.73179 0.66641
H 3.03270 0.98004 -0.67299
H 2.39426 -0.88266 -0.29554
H 1.35883 -3.38486 -0.63222
N 2.05289 2.71951 -0.30925
O -1.81169 -2.50457 0.29075
O 0.51730 -3.18732 -0.34132
```



ORCA calculation (the ωB97M-V functional and the def2-TZVPD basis) on a gas-phase ion, C10H11O4S (charge -1).

Spin multiplicity: 3
Net charge: -1
E, eV: -29569.4489
Kohn-Sham gap (alpha / beta), eV: 4.4 / 5.7
⟨S²⟩: 2.03

```
26
C10H11O4S, DFT the ωB97M-V functional and the def2-TZVPD basis
C 2.58726 -2.62771 -0.44067
C 1.65668 -2.38436 -1.49636
C 2.92872 -1.65353 0.46748
C 1.14040 -1.14119 -1.55126
C 2.35815 -0.39071 0.34348
C 1.52566 -0.09540 -0.65045
C -0.41637 0.94416 1.77801
C -3.18605 1.42941 0.62736
C -0.65653 1.56804 0.30737
C -2.05524 1.06775 -0.32702
O 0.46614 1.42872 2.52891
O -1.08552 -0.07038 1.94878
O 0.63466 1.94909 -2.05475
O -2.21326 -0.33276 -0.56003
S 1.02129 1.59279 -0.65652
H 2.92469 -3.67694 -0.15817
H 1.17883 -3.22396 -2.07073
H 3.71636 -1.90823 1.13633
H 0.24992 -1.07266 -2.13957
H 2.65231 0.36238 1.03036
H -2.95291 0.93357 1.64102
H -3.31540 2.54240 0.86656
H -4.08501 1.27439 0.07320
H -0.78929 2.59644 0.48971
H -2.33301 1.55365 -1.39278
H -1.95250 -0.66497 0.25977
```



ORCA calculation (the ωB97M-V functional and the def2-TZVPD basis) on C10H12BN3O4S2 in the gas phase.

SMILES string: CCSCc1c(O)c(ON=O)c(B(C)O)c2nsnc12
Net charge: 0
E, eV: -45563.9214
Kohn-Sham gap, eV: 6.7

```
32
C10H12BN3O4S2, DFT the ωB97M-V functional and the def2-TZVPD basis
C -0.60863 3.06501 -0.76292
C -1.76215 2.07330 -1.36894
S -1.49009 1.62450 -3.14894
C -0.52337 0.00783 -3.28356
C 0.03250 -0.33125 -1.82689
C -0.74834 -1.35131 -0.97230
O -1.91938 -1.97949 -1.53591
C -0.26580 -1.69157 0.48189
O -0.99538 -2.64040 1.30272
N -2.25467 -2.07736 1.41996
O -3.04928 -2.95310 1.57279
C 1.01002 -0.95317 1.01178
B 1.56329 -1.20905 2.53695
C 0.48565 -0.96728 3.74589
O 2.92637 -1.62834 2.80877
C 1.80802 0.05439 0.11062
N 2.98904 0.84430 0.38736
S 3.39378 1.76750 -1.00253
N 2.15775 1.34587 -2.12641
C 1.34629 0.40200 -1.35774
H -0.30535 2.64422 0.26494
H 0.34324 3.06616 -1.40139
H -0.96694 4.15416 -0.70957
H -2.73168 2.70903 -1.34059
H -1.96194 1.18425 -0.67261
H -1.28765 -0.76295 -3.67231
H 0.35824 0.14922 -4.01625
H -1.65690 -2.92995 -1.66262
H -0.50328 -0.56105 3.32292
H 0.30049 -1.97800 4.27799
H 0.83973 -0.21859 4.53684
H 3.47641 -0.85887 3.08006
```



ORCA calculation (the ωB97M-V functional and the def2-TZVPD basis) on 2 unconnected molecules or ions with the total composition C10H12Cl2Si.

Net charge: 0
E, eV: -43480.2097
Kohn-Sham gap (alpha / beta), eV: 8.1 / 7.8

```
25
C10H12Cl2Si, DFT the ωB97M-V functional and the def2-TZVPD basis
C 2.64283 -2.40978 -0.14662
C 1.57799 -2.29624 0.73189
C 3.10171 -1.22116 -0.72486
C 0.80814 -1.12817 0.89336
C 2.39481 -0.04432 -0.47456
C 1.21652 0.07653 0.26278
C 1.32586 2.99238 -0.42689
C 0.35485 1.24205 0.21785
C -2.30934 0.09556 -0.61128
C -3.42679 -0.42319 0.20552
Si -1.48492 1.50747 0.42948
Cl -4.57472 1.00895 0.40719
Cl -4.31204 -1.72616 -0.74893
H 3.31933 -3.35822 -0.21245
H 1.05289 -3.24497 0.91202
H 4.06536 -1.18409 -1.30833
H 0.11802 -1.09754 1.75451
H 2.54123 0.87212 -0.87616
H 0.62069 3.80196 -0.87658
H 2.31881 3.00693 -0.23018
H -2.54923 0.62820 -1.49328
H -1.67713 -0.67661 -0.77398
H -3.32014 -0.66769 1.27913
H -2.04217 2.66592 -0.15258
H -1.76256 1.58008 1.96295
```